Below is 3 unconnected molecules or ions with the total composition C3H10NO4, with properties calculated with wB97M-V/def2-TZVPD.

Cartesian coordinates (Å):
O 1.641 2.324 1.119
O -0.901 0.683 -1.090
O 0.350 3.088 -1.452
O 1.163 0.051 -0.495
N 0.371 -2.533 0.017
C -0.641 -1.481 -0.140
C -1.372 -1.242 1.175
C -0.070 -0.131 -0.633
H 1.150 -2.089 0.503
H 1.223 2.758 -1.618
H -1.826 -2.171 1.525
H -1.359 -1.809 -0.896
H -0.175 2.251 -1.341
H 1.000 2.897 0.685
H -0.666 -0.857 1.915
H 0.735 -2.725 -0.912
H -2.159 -0.503 1.036
H 1.536 1.490 0.602

Properties
E (a.u.): -476.13571
F_max (eV/Å): 0.920
HOMO (eV): -5.001
Net charge: -1

Löwdin atomic charge list, values in e, 4 entries:
1 O -0.1154
2 O -0.0462
3 O -0.1078
4 O -0.0608


Below is a molecular structure, C20H11BaF6NO3SSbSe4 at a distorted geometry, with properties calculated with wB97M-V/def2-TZVPD.

Cartesian coordinates (Å):
Ba 0.903 -0.432 -0.515
Sb -4.587 -1.360 1.964
Se -1.493 -0.654 1.092
Se -6.344 -2.581 0.942
Se -2.342 -2.812 1.543
Se -3.449 0.113 0.008
S 3.210 0.166 1.189
F 5.581 -4.959 3.069
F 0.901 6.922 0.866
F 6.183 -0.562 1.608
F 7.195 -2.861 2.466
F 2.892 -4.696 2.782
F 1.825 -2.419 1.917
O 0.501 2.076 -0.402
O -0.490 -0.013 -2.269
O 1.663 0.042 -2.810
N 0.614 4.184 -3.893
C 0.823 6.297 -2.691
C -0.876 5.160 -5.588
C 0.826 6.226 -0.286
C 0.894 6.941 -1.479
C 3.943 -1.355 1.710
C 0.538 2.835 -3.882
C 3.174 -2.465 2.036
C 5.313 -1.548 1.874
C 0.528 0.584 -2.700
C 0.684 4.892 -2.687
C 0.632 4.194 -1.479
C 0.926 7.058 -3.994
C 5.863 -2.735 2.325
C 0.568 4.895 -5.191
C 0.704 4.876 -0.258
C 0.515 2.737 -1.463
C 5.054 -3.803 2.634
C 1.424 6.146 -5.106
C 0.479 2.095 -2.753
C 3.697 -3.664 2.488
H 1.596 7.909 -3.863
H 0.667 4.314 0.667
H -0.917 5.704 -6.536
H 0.527 2.374 -4.864
H 1.017 8.019 -1.440
H 2.456 5.851 -4.904
H -1.420 4.220 -5.705
H 1.017 4.216 -5.913
H 1.409 6.653 -6.071
H -1.398 5.746 -4.828
H -0.049 7.476 -4.259

Properties
E (a.u.): -11918.30068
F_max (eV/Å): 5.650
HOMO (eV): -4.398
Net charge: -1

Löwdin atomic charge list, values in e, 4 entries:
1 Ba 1.7487
2 Sb 0.1295
3 Se -0.2866
4 Se -0.3357


Below is a single C20H29F2NO2Si molecule at a distorted geometry, with properties calculated with wB97M-V/def2-TZVPD.

Cartesian coordinates (Å):
Si -2.288 1.409 -0.918
F 0.156 2.984 2.832
F 0.382 0.828 3.826
O 3.563 -0.127 -3.314
O 3.560 0.243 0.590
N 2.450 -1.282 1.963
C 3.704 1.663 0.232
C 2.953 -2.821 -0.193
C -3.131 -0.353 -0.775
C 4.111 1.572 -1.368
C -0.569 1.330 -1.819
C -1.927 1.982 0.922
C 2.172 -2.415 1.193
C -5.268 -2.171 -0.632
C -2.148 -1.657 -0.597
C 0.917 -3.386 1.720
C 1.779 1.366 1.796
C -2.636 -3.212 -0.418
C -4.275 -3.479 -0.414
C -4.749 -0.614 -0.815
C 2.196 -0.062 1.104
C 3.177 0.441 -2.160
C 0.306 1.545 2.498
C 2.266 2.412 0.629
C -0.944 0.897 1.659
C -3.420 2.742 -1.723
H -1.828 -4.058 -0.263
H -1.537 3.086 0.915
H -3.519 2.675 -2.892
H -2.910 3.796 -1.505
H 5.232 1.185 -1.501
H 0.019 -3.150 0.978
H 2.417 -2.235 -1.078
H 2.862 -3.970 -0.481
H -0.287 2.426 -2.194
H 1.480 -0.488 0.264
H -4.497 2.817 -1.220
H 4.661 2.199 0.699
H -2.985 1.944 1.471
H -4.639 -4.583 -0.254
H 4.084 -2.469 -0.228
H 2.528 1.454 2.706
H 0.617 -3.002 2.788
H -0.986 -1.456 -0.585
H 2.335 3.505 1.080
H -6.444 -2.352 -0.625
H 1.732 2.430 -0.412
H -1.602 0.255 2.417
H 1.185 -4.523 1.664
H -0.574 0.144 0.839
H -0.555 0.573 -2.735
H 0.234 0.954 -1.030
H 2.114 0.111 -1.748
H -5.499 0.304 -0.949
H 4.026 2.593 -1.940

Properties
E (a.u.): -1473.36461
F_max (eV/Å): 8.051
HOMO (eV): -8.574

Löwdin atomic charge list, values in e, 4 entries:
1 Si 0.5252
2 F -0.0334
3 F -0.0553
4 O -0.0932


Below is a molecular structure, C66H55AsCuF17 at a distorted geometry, with properties calculated with wB97M-V/def2-TZVPD.

Cartesian coordinates (Å):
As 0.889 0.674 0.079
Cu -1.403 1.925 -1.602
F -4.404 5.200 0.153
F 0.683 1.012 -1.656
F 3.994 -4.287 -3.500
F -2.752 -0.111 -2.080
F 1.022 0.260 1.755
F -2.924 1.631 6.915
F 1.837 -0.695 -0.372
F -0.641 -0.204 -0.014
F 2.251 1.742 0.054
F -0.094 -4.080 2.901
F -0.817 -6.134 -1.766
F -1.526 2.595 -3.941
F -3.465 2.375 -1.389
F -1.128 4.290 -1.415
F -0.080 2.107 0.395
F 4.915 2.692 6.203
F 5.118 -2.556 -0.359
C -2.356 1.490 -7.783
C -1.384 -3.708 2.554
C -3.166 1.008 -6.750
C 3.080 -0.814 -3.922
C 1.056 -4.867 -1.016
C 0.844 7.125 -0.418
C -1.850 -3.833 -3.488
C 1.357 -7.131 -1.888
C 2.575 -0.931 -5.241
C -2.556 3.715 3.019
C 2.511 -2.179 -5.916
C 4.828 -2.875 3.301
C -0.253 0.738 4.713
C 6.078 -3.354 3.580
C -5.119 4.311 2.229
C -3.678 -4.245 2.332
C -2.432 -4.653 2.793
C 0.411 2.688 5.977
C -3.660 3.390 3.822
C -4.523 1.896 -0.582
C -4.961 3.729 3.502
C -1.519 -2.563 1.725
C -1.733 1.651 6.279
C 2.316 5.251 -0.862
C 3.486 -1.953 -3.319
C 3.500 -3.182 -3.988
C -1.768 2.260 -5.247
C 5.697 1.143 4.557
C 4.481 -2.510 1.946
C -2.779 4.325 1.703
C -2.749 -2.400 1.139
C -1.457 0.686 5.339
C 3.197 -5.946 -1.137
C -0.239 6.276 -0.548
C -3.832 -3.128 1.500
C -5.399 0.681 1.257
C 2.976 -3.313 -5.232
C -0.832 2.566 -6.242
C 2.382 -4.910 -0.768
C 0.704 1.717 5.037
C 4.049 2.867 4.116
C 1.252 4.469 -1.280
C -1.130 2.164 -7.577
C 5.385 0.693 3.270
C -3.078 -3.594 -2.826
C -2.424 -1.311 -2.560
C 4.471 1.327 2.394
C -4.236 1.087 0.575
C 2.716 -7.128 -1.606
C 0.529 -6.038 -1.628
C -6.837 1.681 -0.267
C -3.426 -2.310 -2.420
C -1.226 -1.473 -3.173
C 2.148 6.594 -0.352
C 7.021 -3.639 2.525
C -6.677 0.831 0.807
C 5.409 -2.799 0.980
C -4.072 4.538 1.349
C 6.630 -3.412 1.215
C -0.920 -2.785 -3.632
C -2.896 1.458 -5.404
C 4.865 2.198 4.977
C 3.826 2.448 2.833
C -0.846 2.644 6.626
C -5.762 2.207 -0.958
C 0.009 5.007 -1.088
H -0.028 0.102 3.904
H 1.630 1.728 4.577
H -1.172 6.759 -0.505
H 0.449 -4.096 -0.726
H 2.203 -2.274 -6.946
H 3.595 -1.916 1.710
H -2.161 -0.030 5.068
H -4.223 -2.036 -1.728
H -2.645 1.253 -8.817
H 2.973 -4.283 -5.665
H -1.574 3.414 3.333
H -1.155 3.504 7.243
H 4.375 1.078 1.362
H -0.635 -1.969 1.492
H 4.254 -5.877 -0.925
H 0.059 3.108 -6.011
H 3.256 4.835 -0.800
H -5.239 0.174 2.162
H -6.099 4.634 1.922
H 3.124 3.045 2.285
H 2.880 -4.014 -0.461
H -0.086 -2.982 -4.354
H 3.382 -8.012 -1.883
H -4.779 -2.792 1.082
H -4.014 0.378 -6.941
H -3.266 0.735 0.874
H 7.995 -4.068 2.675
H 0.986 -7.979 -2.446
H 4.082 -2.801 4.066
H 5.934 -0.185 2.898
H -5.783 2.802 -1.899
H -2.359 -5.511 3.421
H -1.962 4.662 1.093
H -7.513 0.596 1.430
H 0.555 8.142 -0.095
H 3.874 -1.863 -2.266
H -5.871 3.605 4.140
H -3.373 2.944 4.743
H 2.996 0.144 -3.399
H 2.998 7.056 -0.048
H 1.036 3.465 6.250
H -4.587 -4.764 2.541
H -7.851 1.986 -0.560
H 7.203 -3.666 0.365
H 2.300 -0.004 -5.784
H 1.345 3.466 -1.768
H -2.806 -1.460 0.531
H 6.385 -3.451 4.578
H -0.523 -0.648 -3.325
H -3.764 -4.451 -2.607
H 6.378 0.523 5.224
H -3.582 1.221 -4.549
H 3.533 3.741 4.547
H -0.610 2.527 -8.441
H -1.609 -4.808 -3.785

Properties
E (a.u.): -8121.93633
F_max (eV/Å): 5.204
HOMO (eV): -8.728

Löwdin atomic charge list, values in e, 4 entries:
1 As 0.7875
2 Cu 0.4326
3 F 0.0077
4 F -0.2646


Below is a molecular structure, C33H52AsN5OSSi4Sr at a distorted geometry, with properties calculated with wB97M-V/def2-TZVPD.

Cartesian coordinates (Å):
Sr 0.864 -0.352 0.495
As 0.167 0.281 -3.096
S 3.825 -0.919 -0.816
Si 1.334 -3.672 2.022
Si -1.703 0.386 -4.435
Si -0.665 -4.087 -0.395
Si 0.784 2.482 -3.365
O 0.059 -0.054 2.582
N -1.839 0.412 0.333
N 3.187 2.704 3.293
N 2.492 1.254 1.802
N -0.235 2.561 0.574
N 6.038 -0.068 0.748
C -0.171 0.198 6.174
C -0.437 3.833 -2.801
C 1.443 1.153 4.098
C -1.247 -3.211 -1.965
C 0.341 0.304 3.780
C 0.104 -3.026 0.851
C 2.495 -2.371 2.753
C 2.334 1.671 3.049
C -2.439 1.578 0.537
C 0.401 -5.476 -1.113
C 1.701 1.476 5.433
C 0.576 3.613 0.653
C -4.588 0.524 0.607
C 3.501 2.020 1.256
C 2.539 -4.950 1.325
C -3.822 1.674 0.677
C 3.939 2.929 2.160
C 0.535 -4.505 3.534
C -2.578 -0.693 0.288
C -2.232 -4.961 0.254
C -0.445 -0.153 4.873
C 5.121 -0.413 0.118
C -1.284 0.459 -6.284
C -3.958 -0.691 0.413
C -1.227 5.146 0.841
C -2.797 -1.147 -4.297
C -2.910 1.826 -4.158
C 0.135 4.920 0.792
C 1.230 3.038 -5.125
C 2.380 2.723 -2.375
C -2.081 4.061 0.754
C 0.914 1.025 6.476
C -1.548 2.781 0.625
H 0.091 4.662 -2.319
H 3.130 -1.923 1.979
H -3.551 -1.110 -5.092
H -3.857 1.625 -4.671
H -3.149 4.221 0.773
H -2.192 0.500 -6.898
H -1.756 -2.259 -1.800
H 1.276 -4.911 4.232
H 3.020 -4.583 0.415
H 1.959 -1.568 3.263
H -0.984 4.238 -3.657
H 1.875 2.304 -5.612
H -2.955 -4.225 0.625
H 3.325 -5.126 2.067
H 2.576 2.071 5.678
H 2.064 -5.906 1.101
H -0.385 -2.974 -2.597
H 1.754 4.001 -5.097
H -0.691 -2.559 1.458
H -1.922 -3.853 -2.543
H 3.242 2.392 -2.961
H -0.079 -3.781 4.079
H 3.163 -2.834 3.486
H 0.516 -6.324 -0.435
H -0.660 1.321 -6.528
H -2.215 -2.064 -4.411
H -4.508 -1.621 0.360
H -0.078 -5.838 -2.029
H -4.304 2.626 0.844
H -1.988 -5.622 1.091
H 3.254 3.205 4.158
H 1.398 -5.115 -1.376
H 4.717 3.670 2.118
H -1.272 -0.809 4.629
H -2.507 2.766 -4.543
H 2.378 2.119 -1.465
H -2.039 -1.621 0.145
H 1.154 1.284 7.499
H -0.121 -5.320 3.212
H -1.625 6.148 0.935
H -3.115 1.967 -3.093
H 0.851 5.729 0.847
H 2.532 3.772 -2.096
H -3.310 -1.207 -3.335
H -0.720 -0.437 -6.557
H 3.861 1.835 0.257
H -1.171 3.437 -2.098
H -0.797 -0.186 6.973
H 0.335 3.164 -5.740
H -2.724 -5.553 -0.526
H 1.635 3.405 0.599
H -5.665 0.581 0.708

Properties
E (a.u.): -5460.66281
F_max (eV/Å): 1.246
HOMO (eV): -1.344
Net charge: -2

Löwdin atomic charge list, values in e, 4 entries:
1 Sr 1.0901
2 As 0.5924
3 S 0.3641
4 Si 0.3281


Below is a molecular structure, C25H38CrN2Si3 at a distorted geometry, with properties calculated with wB97M-V/def2-TZVPD.

Cartesian coordinates (Å):
Cr -14.211 -2.139 -6.834
Si -15.875 0.311 -5.251
Si -12.502 -3.868 -5.962
Si -15.587 -3.714 -5.406
N -15.843 -0.577 -6.685
N -12.957 -1.301 -8.363
C -10.695 -3.511 -5.679
C -18.939 0.096 -8.498
C -10.931 -0.609 -9.084
C -12.305 -5.353 -7.230
C -16.327 -0.521 -9.070
C -13.534 -3.243 -9.744
C -17.267 -3.226 -4.419
C -17.521 0.367 -4.273
C -13.190 -4.621 -4.297
C -15.034 -4.700 -2.706
C -18.542 0.044 -9.836
C -16.720 -0.428 -7.712
C -11.326 -1.738 -9.860
C -11.973 -0.419 -8.183
C -12.611 -2.127 -9.404
C -12.107 0.620 -7.038
C -14.483 -0.397 -4.222
C -14.553 -4.375 -3.996
C -16.274 -5.339 -6.227
C -12.828 -5.434 -1.982
C -15.565 2.209 -5.513
C -18.096 -0.159 -7.472
C -14.173 -5.090 -1.693
C -12.374 -5.197 -3.251
C -17.206 -0.239 -10.155
H -13.146 0.933 -6.960
H -13.537 -0.355 -4.871
H -11.484 1.515 -7.218
H -10.452 -2.742 -4.872
H -17.123 -5.117 -6.845
H -17.169 -2.495 -3.647
H -9.974 -0.143 -9.124
H -19.280 0.167 -10.609
H -18.481 -0.185 -6.499
H -16.722 -5.981 -5.421
H -11.570 -6.138 -6.921
H -11.858 0.188 -6.074
H -11.378 -5.437 -3.521
H -15.058 2.626 -6.343
H -10.197 -4.446 -5.516
H -10.363 -3.115 -6.635
H -14.591 -1.493 -3.892
H -13.066 -3.984 -10.404
H -14.360 0.216 -3.284
H -13.783 -3.713 -8.748
H -18.005 -0.620 -4.191
H -14.550 -5.174 -0.647
H -11.917 -4.920 -8.137
H -20.018 0.280 -8.341
H -16.897 -0.179 -11.206
H -17.731 -4.111 -3.952
H -15.206 2.688 -4.580
H -10.736 -2.254 -10.612
H -15.593 -5.928 -6.843
H -16.628 2.560 -5.724
H -17.190 0.771 -3.246
H -18.290 1.053 -4.674
H -15.268 -0.750 -9.189
H -13.284 -5.729 -7.502
H -12.191 -5.838 -1.180
H -18.045 -2.759 -5.087
H -14.424 -2.837 -10.215
H -16.055 -4.541 -2.519

Properties
E (a.u.): -2997.93625
F_max (eV/Å): 2.419
Multiplicity: 5
HOMO (spin up / spin down) (eV): -1.113 / -0.620
Net charge: -2

Löwdin atomic charge list, values in e, 4 entries:
1 Cr 0.3216
2 Si 0.3374
3 Si 0.5251
4 Si 0.5302


The lowest F_max belongs to which entry? C3H10NO4


Look up the F_max of the sixth one. 2.419 eV/Å